A cluster of 17 separate species, C27H36Cl48O5S in total, computed with ωB97M-V with the def2-TZVPD basis set.

Atoms and positions in Å:
C  7.187  -0.388  0.251
C  5.782  -0.102  -0.480
O  4.943  -1.036  -0.441
O  5.498  1.161  -1.092
C  4.058  1.357  -1.035
C  3.613  2.846  -1.480
C  3.228  3.754  -0.213
C  1.642  4.030  -0.129
C  0.857  3.073  0.882
C  -0.116  2.028  0.172
C  -1.338  1.608  1.162
C  -1.674  0.063  0.797
C  -1.864  -0.173  -0.790
S  -1.723  1.393  -1.768
O  -3.107  2.019  -1.806
O  -1.232  1.092  -3.158
O  -0.726  2.523  -1.051
H  6.940  -0.565  1.347
H  7.567  -1.380  -0.185
H  7.932  0.455  0.129
H  3.667  1.212  0.023
H  3.583  0.638  -1.784
H  4.447  3.340  -2.099
H  2.698  2.734  -2.168
H  3.719  4.781  -0.375
H  3.661  3.345  0.758
H  1.258  4.014  -1.199
H  1.522  5.112  0.249
H  1.595  2.547  1.590
H  0.219  3.751  1.559
H  0.477  1.049  0.028
H  -2.276  2.226  0.983
H  -1.035  1.666  2.261
H  -2.554  -0.350  1.390
H  -0.748  -0.538  1.130
H  -2.889  -0.636  -0.999
H  -1.023  -0.864  -1.165
C  -6.302  2.209  -1.936
Cl  -7.147  1.754  -3.423
Cl  -6.368  3.960  -1.695
Cl  -6.993  1.363  -0.542
H  -5.257  1.916  -2.032
C  -2.983  0.552  -6.111
Cl  -3.025  1.409  -7.661
Cl  -4.462  0.860  -5.190
Cl  -2.759  -1.185  -6.367
H  -2.138  0.925  -5.536
C  8.862  3.466  -1.765
Cl  9.151  1.721  -1.799
Cl  7.969  3.975  -3.204
Cl  7.988  3.926  -0.296
H  9.826  3.972  -1.763
C  -4.993  -1.416  3.153
Cl  -5.402  -0.201  1.934
Cl  -6.051  -2.826  3.011
Cl  -3.298  -1.891  2.998
H  -5.137  -0.977  4.139
C  -9.335  -0.315  -6.324
Cl  -9.145  0.572  -7.843
Cl  -11.048  -0.526  -5.936
Cl  -8.520  -1.882  -6.413
H  -8.873  0.267  -5.527
C  6.960  4.670  3.250
Cl  7.250  2.924  3.210
Cl  6.061  5.187  1.816
Cl  6.090  5.120  4.723
H  7.922  5.177  3.251
C  -5.761  -0.609  7.230
Cl  -6.842  -0.452  5.836
Cl  -4.318  -1.542  6.799
Cl  -5.307  0.986  7.845
H  -6.291  -1.141  8.017
C  10.794  -1.906  1.108
Cl  10.225  -0.747  -0.101
Cl  9.791  -3.364  1.092
Cl  12.492  -2.316  0.829
H  10.709  -1.445  2.089
C  -2.756  -4.784  8.533
Cl  -4.399  -4.971  9.164
Cl  -1.805  -6.245  8.832
Cl  -2.793  -4.409  6.805
H  -2.281  -3.954  9.053
C  -12.512  -0.394  -9.375
Cl  -12.362  0.551  -10.864
Cl  -14.086  -0.116  -8.618
Cl  -12.275  -2.116  -9.705
H  -11.738  -0.068  -8.684
C  1.309  2.164  -4.775
Cl  0.103  2.255  -6.064
Cl  2.707  1.211  -5.293
Cl  1.812  3.785  -4.274
H  0.854  1.668  -3.919
C  5.213  7.860  -1.498
Cl  3.631  7.636  -0.737
Cl  6.241  6.444  -1.230
Cl  5.030  8.176  -3.229
H  5.692  8.722  -1.042
C  9.880  -0.664  5.097
Cl  8.688  -0.598  3.791
Cl  11.323  -1.547  4.577
Cl  10.307  0.967  5.630
H  9.439  -1.195  5.937
C  -1.892  -4.381  -1.579
Cl  -0.189  -4.083  -1.953
Cl  -2.194  -6.114  -1.395
Cl  -2.369  -3.509  -0.115
H  -2.494  -4.014  -2.408
C  -4.743  -8.053  7.234
Cl  -6.385  -8.240  7.865
Cl  -3.792  -9.515  7.533
Cl  -4.780  -7.679  5.505
H  -4.267  -7.223  7.755
C  -4.112  -9.465  0.169
Cl  -2.408  -9.169  -0.204
Cl  -4.417  -11.198  0.352
Cl  -4.590  -8.592  1.632
H  -4.713  -9.097  -0.660

Calculated values
F_max: 0.1084 hartree/bohr
Frontier orbital gap: 10.31 eV
Molar mass: 2174.4 g/mol

=====

A structure of composition C27H36ClF16InNO3, computed with ωB97M-V with the def2-TZVPD basis set.

Atoms and positions in Å:
C  3.278  -1.775  4.968
C  2.617  -0.403  4.795
O  1.763  -0.473  3.691
C  1.568  0.766  2.998
In  1.371  0.532  0.778
C  2.442  -1.409  0.261
C  2.182  -2.500  1.228
N  1.041  -3.025  1.501
C  -0.750  0.439  0.068
C  -1.631  -0.570  0.830
C  -2.951  0.090  1.331
C  -2.628  0.905  2.567
C  -2.339  2.236  2.455
C  -2.003  2.937  3.578
C  -1.963  2.309  4.773
C  -2.279  0.996  4.902
C  -2.618  0.286  3.782
C  2.395  2.133  -0.425
C  2.717  3.445  0.309
C  1.806  3.785  1.492
Cl  4.461  3.501  0.796
H  3.660  -1.864  5.988
H  2.584  -2.574  4.729
H  4.147  -1.835  4.314
H  3.421  0.329  4.663
H  2.079  -0.168  5.727
H  2.408  1.446  3.172
H  0.691  1.293  3.399
H  3.498  -1.153  0.326
H  2.190  -1.727  -0.751
H  3.029  -2.897  1.796
H  0.343  -2.554  0.912
H  -0.707  0.126  -0.978
H  -1.166  1.445  0.060
H  -1.934  -1.393  0.180
H  -1.141  -0.964  1.721
H  -3.691  -0.676  1.572
H  -3.379  0.724  0.557
H  -2.372  2.705  1.486
H  -1.753  3.985  3.482
H  -1.668  2.892  5.638
H  -2.268  0.475  5.848
H  -2.876  -0.762  3.829
H  3.324  1.707  -0.795
H  1.758  2.372  -1.280
H  2.611  4.256  -0.409
H  1.656  4.867  1.505
H  2.316  3.556  2.424
H  0.832  3.307  1.423
C  5.546  -3.198  -4.705
C  5.989  -4.671  -4.814
C  4.985  -5.767  -4.439
F  4.596  -5.697  -3.159
F  5.575  -6.977  -4.618
F  7.146  -4.845  -4.141
F  6.270  -4.879  -6.136
O  5.918  -2.432  -3.568
C  5.162  -2.410  -2.401
C  5.924  -2.983  -1.200
F  6.338  -4.248  -1.434
F  5.116  -2.999  -0.125
F  3.967  -3.001  -2.581
F  4.921  -1.115  -2.129
H  6.077  -2.704  -5.519
H  4.486  -3.081  -4.935
H  4.103  -5.717  -5.084
H  6.802  -2.370  -0.983
C  -6.527  3.311  -3.145
C  -5.362  2.660  -2.371
C  -4.893  1.264  -2.796
F  -5.864  0.336  -2.676
F  -3.873  0.888  -2.001
F  -5.637  2.683  -1.050
F  -4.289  3.477  -2.567
O  -7.844  3.265  -2.598
C  -8.712  2.214  -2.809
C  -9.069  1.480  -1.510
F  -7.975  1.013  -0.890
F  -9.871  0.428  -1.802
F  -8.265  1.376  -3.763
F  -9.864  2.751  -3.280
H  -6.293  4.374  -3.130
H  -6.521  3.025  -4.197
H  -4.539  1.271  -3.831
H  -9.595  2.155  -0.831

Calculated values
Net charge: -1
F_max: 0.0478 hartree/bohr
Frontier orbital gap: 6.42 eV
Molar mass: 876.8 g/mol

=====

A structure of composition C27H36CoINO2P3, computed with ωB97M-V with the def2-TZVPD basis set.

Atoms and positions in Å:
C  0.462  -1.519  -4.812
C  0.399  -0.363  -3.899
H  0.511  -1.156  -5.850
H  -0.404  -2.182  -4.728
H  1.343  -2.134  -4.639
O  0.369  0.815  -4.206
I  0.562  -3.250  -1.321
Co  0.408  -0.813  -1.923
P  2.750  -1.089  -2.143
C  3.453  0.513  -1.666
C  3.751  -2.238  -1.132
H  4.775  -2.241  -1.525
H  4.601  -1.369  -3.649
H  3.353  -3.258  -1.181
H  3.217  -2.336  -4.192
H  3.176  0.747  -0.635
H  3.768  -1.917  -0.089
C  3.514  -1.367  -3.779
H  4.544  0.454  -1.753
H  3.236  -0.561  -4.467
H  3.060  1.289  -2.330
P  -1.913  -0.852  -2.398
C  -2.795  0.761  -2.298
C  -2.629  -1.384  -3.998
H  -2.331  -2.986  -1.335
H  -3.839  -2.027  -1.504
H  -2.666  -1.653  -0.208
C  -2.774  -1.985  -1.244
H  -2.292  -2.391  -4.261
H  -3.721  -1.391  -3.897
H  -3.874  0.602  -2.415
H  -2.419  1.398  -3.108
H  -2.349  -0.671  -4.783
H  -2.587  1.253  -1.346
C  0.046  0.937  -0.928
O  0.519  1.992  -1.336
N  -0.574  0.370  0.063
P  -0.435  1.074  1.605
C  1.277  1.684  1.648
C  2.243  0.743  2.046
C  3.579  1.117  2.166
C  3.975  2.395  1.758
C  3.040  3.292  1.213
C  1.686  2.961  1.199
C  -2.083  1.769  1.795
C  -2.406  2.742  2.795
C  -3.596  2.592  3.512
C  -4.545  1.626  3.127
C  -4.332  0.853  1.977
C  -3.115  0.934  1.288
C  -0.433  -0.114  2.981
C  -1.024  -1.380  2.862
C  -1.237  -2.124  4.024
C  -0.742  -1.662  5.251
C  -0.091  -0.428  5.354
C  0.057  0.355  4.211
H  1.958  -0.286  2.265
H  4.293  0.397  2.587
H  5.021  2.692  1.866
H  3.383  4.238  0.786
H  0.950  3.673  0.825
H  -1.675  3.529  3.030
H  -3.791  3.212  4.393
H  -5.459  1.487  3.708
H  -5.085  0.149  1.620
H  -2.908  0.279  0.434
H  -1.339  -1.761  1.884
H  -1.796  -3.058  3.981
H  -0.844  -2.268  6.147
H  0.292  -0.055  6.306
H  0.530  1.343  4.273

Calculated values
Net charge: +2
Expectation value of S²: 6.06
F_max: 0.0731 hartree/bohr
Frontier orbital gap (alpha / beta): 5.39 / 5.78 eV
2S+1: 5
Molar mass: 685.3 g/mol

=====

A cluster of 5 separate species, C27H36F11N2O12S5 in total, computed with ωB97M-V with the def2-TZVPD basis set.

Atoms and positions in Å:
O  -7.349  4.247  0.050
C  -6.846  4.961  -0.725
F  -7.484  5.484  -1.728
N  -5.479  5.316  -0.691
C  -5.200  6.545  -1.401
O  -5.740  7.560  -1.164
F  -4.297  6.430  -2.312
C  -4.990  5.342  0.660
C  -5.571  6.182  1.594
N  -5.117  6.174  2.849
C  -4.105  5.389  3.264
C  -3.490  4.562  2.349
C  -3.926  4.535  1.038
S  -2.998  3.460  -0.085
O  -2.102  2.725  0.751
O  -2.387  4.299  -1.065
C  -4.125  2.182  -0.849
F  -3.765  0.975  -0.465
F  -5.348  2.426  -0.319
C  -4.282  2.258  -2.398
F  -4.808  3.451  -2.720
F  -5.197  1.331  -2.701
C  -2.969  1.936  -3.192
F  -3.125  0.741  -3.773
F  -1.915  1.848  -2.364
C  -2.640  2.940  -4.336
F  -1.437  2.601  -4.814
F  -3.527  2.805  -5.313
F  -2.577  4.194  -3.909
H  -6.389  6.823  1.301
H  -5.568  6.773  3.533
H  -3.793  5.442  4.291
H  -2.676  3.932  2.674
C  0.316  -0.702  -1.109
C  -0.883  -0.530  -0.167
C  -0.830  -1.668  0.860
S  0.906  -2.104  1.020
O  1.088  -3.453  0.540
O  1.385  -1.707  2.326
C  1.518  -0.962  -0.205
H  0.473  0.178  -1.732
H  0.150  -1.553  -1.769
H  -0.809  0.432  0.346
H  -1.825  -0.540  -0.712
H  -1.208  -1.364  1.833
H  -1.362  -2.553  0.518
H  2.364  -1.403  -0.721
H  1.827  -0.062  0.313
C  0.244  -7.475  2.776
C  1.382  -6.563  3.255
C  0.747  -5.248  3.718
S  -0.914  -5.653  4.264
O  -1.859  -5.009  3.383
O  -1.008  -5.504  5.694
C  -0.838  -7.392  3.848
H  0.581  -8.500  2.627
H  -0.147  -7.107  1.825
H  1.903  -7.037  4.090
H  2.116  -6.387  2.469
H  1.293  -4.800  4.544
H  0.662  -4.536  2.902
H  -1.816  -7.727  3.510
H  -0.548  -7.932  4.749
C  7.049  0.025  2.676
C  5.940  -0.834  3.299
C  4.597  -0.178  2.950
S  4.860  0.692  1.401
O  4.713  2.108  1.628
O  4.123  0.030  0.348
C  6.601  0.310  1.246
H  8.013  -0.480  2.697
H  7.147  0.962  3.229
H  5.978  -1.840  2.878
H  6.059  -0.927  4.377
H  3.800  -0.906  2.813
H  4.300  0.558  3.693
H  7.116  1.149  0.784
H  6.689  -0.577  0.619
C  4.529  -1.711  -4.263
C  3.965  -0.293  -4.420
C  2.650  -0.406  -5.203
S  1.993  -2.041  -4.841
O  1.990  -2.819  -6.051
O  0.806  -1.913  -4.031
C  3.357  -2.578  -3.815
H  5.345  -1.745  -3.543
H  4.910  -2.067  -5.222
H  3.772  0.133  -3.432
H  4.667  0.367  -4.928
H  1.922  0.341  -4.898
H  2.812  -0.348  -6.278
H  3.519  -3.644  -3.961
H  3.089  -2.378  -2.778

Calculated values
Net charge: +1
F_max: 0.0531 hartree/bohr
Frontier orbital gap: 5.37 eV
Molar mass: 949.9 g/mol

=====

A structure of composition C27H36FN8OTl, computed with ωB97M-V with the def2-TZVPD basis set.

Atoms and positions in Å:
Tl  0.190  0.862  0.788
C  0.488  0.392  5.686
C  1.824  0.443  6.039
C  2.784  0.518  5.044
C  2.387  0.533  3.710
N  1.096  0.547  3.384
C  0.178  0.471  4.337
C  3.371  0.494  2.585
C  4.738  0.369  2.817
C  5.611  0.275  1.749
C  5.101  0.289  0.464
C  3.731  0.424  0.322
N  2.890  0.538  1.342
H  -0.291  0.308  6.430
H  2.118  0.421  7.080
H  3.828  0.572  5.315
H  -0.855  0.475  4.002
H  5.130  0.333  3.823
H  6.676  0.184  1.917
H  5.745  0.199  -0.400
H  3.279  0.443  -0.666
C  -1.895  0.770  -5.443
N  -0.771  0.715  -4.520
C  0.564  0.931  -5.042
C  -0.944  0.633  -3.155
N  -0.008  0.623  -2.279
N  -2.282  0.598  -2.773
C  -2.808  0.177  -1.546
N  -4.038  0.761  -1.280
N  -2.232  -0.719  -0.861
H  -1.517  0.695  -6.458
H  -2.455  1.711  -5.375
H  -2.577  -0.065  -5.281
H  0.570  0.696  -6.103
H  1.281  0.269  -4.557
H  0.901  1.965  -4.913
H  0.919  0.692  -2.676
H  -2.930  1.054  -3.386
H  -4.217  1.662  -1.696
H  -4.312  0.726  -0.312
H  -2.731  -0.924  -0.001
F  -4.520  3.880  3.076
C  -3.298  3.829  2.451
C  -3.237  3.557  1.102
C  -2.002  3.492  0.470
C  -0.774  3.711  1.163
C  0.475  3.613  0.513
C  -0.911  3.975  2.557
C  -2.144  4.033  3.185
H  -4.161  3.406  0.554
H  -1.957  3.283  -0.597
H  1.391  3.914  1.014
H  0.504  3.572  -0.572
H  -0.010  4.136  3.142
H  -2.223  4.240  4.247
O  0.587  -2.024  1.006
C  0.524  -2.809  0.064
C  0.487  -4.308  0.288
C  -0.909  -4.871  -0.037
C  -1.105  -5.178  -1.523
C  -1.119  -3.925  -2.399
C  0.226  -3.191  -2.393
N  0.452  -2.371  -1.213
H  0.732  -4.474  1.334
H  1.245  -4.802  -0.329
H  -1.665  -4.148  0.285
H  -1.070  -5.784  0.540
H  -2.039  -5.727  -1.660
H  -0.292  -5.834  -1.856
H  -1.885  -3.229  -2.046
H  -1.361  -4.210  -3.427
H  0.273  -2.515  -3.247
H  1.039  -3.915  -2.503
H  0.215  -1.386  -1.297

Calculated values
F_max: 0.0126 hartree/bohr
Frontier orbital gap: 4.88 eV
Molar mass: 712.0 g/mol

=====

Among the records above, which one has the highest F_max?
C27H36Cl48O5S

=====

F_max of number 2 (C27H36ClF16InNO3)?
0.0478 hartree/bohr